Below is a molecular structure, C37H30BrCsF3IN4O3S2, with properties calculated with wB97M-V/def2-TZVPD.

As for the relative energy (zero: lowest compared OMol25 entry of this formula, charge and spin): 96.24 kJ/mol. The spin multiplicity is 1. The total energy comes out at -5860.5410 a.u. For the HOMO energy, the calculation gives -1.990 eV. The charge is -2.

XYZ file:
```
82
Properties=species:S:1:pos:R:3:lowdin_charge:R:1
C 3.993 -1.697 -0.316 -0.766
H 1.900 3.187 -4.011 0.098
H 5.107 -3.429 -0.929 0.093
C 2.536 3.607 6.178 -0.132
C 1.959 3.671 -3.045 -0.061
C -2.922 -3.164 -1.769 -0.116
C 1.294 3.088 -1.968 -0.060
C 0.193 0.052 -3.805 -0.413
C -3.568 -2.852 0.487 -0.364
S -1.367 3.524 5.154 0.332
C 3.378 -1.294 -2.908 -0.048
H -2.274 -6.088 -4.419 0.108
H 0.723 2.174 -2.106 0.077
C 3.166 3.670 4.931 -0.127
H -3.549 -1.209 3.469 0.093
C -3.505 -3.344 3.249 -0.099
C -1.794 -4.124 -1.650 -0.093
S 0.567 2.909 0.670 1.045
C 0.369 3.539 5.065 -0.861
F -0.785 0.211 -4.787 -0.091
H -2.650 -4.370 -4.367 0.116
C 1.383 3.692 -0.723 -0.358
I -3.838 0.183 0.766 0.906
H -3.782 4.715 -0.564 0.099
H 4.535 -3.055 -3.335 0.106
H -3.453 -3.528 4.314 0.095
H 2.773 3.660 2.827 0.081
C -2.610 -5.285 -3.767 -0.214
H 0.656 3.491 7.197 0.073
C -2.882 5.846 1.033 -0.093
H -3.194 -2.905 -2.796 0.122
N 0.337 -5.971 -1.544 0.092
N -3.650 -2.575 -0.893 0.073
C 4.178 -2.372 -2.572 -0.063
H 2.185 5.296 0.464 0.108
C -3.557 -4.155 0.985 -0.033
H 3.057 -1.099 -3.921 0.097
H -1.789 6.728 2.655 0.101
C -3.558 -2.042 2.779 -0.155
O -0.076 1.661 0.072 -0.901
C -3.526 -4.400 2.344 -0.084
C 0.230 -5.041 -0.632 -0.267
C 1.253 -4.976 0.462 -0.031
C -0.772 4.092 0.829 -0.353
O -0.835 -3.148 0.289 -0.388
H -3.541 -4.977 0.278 0.120
H -4.226 -5.020 -2.690 0.060
C 2.924 -0.474 -1.887 -0.139
H 3.203 5.289 -3.703 0.093
F 1.279 0.809 -4.395 -0.144
C 2.688 4.837 -2.863 -0.096
H -0.474 -6.803 -3.273 0.092
H -1.875 3.123 -0.736 0.109
C -2.921 4.825 0.085 -0.082
C -1.864 3.937 -0.019 -0.073
H 0.090 5.101 2.505 0.081
H -3.720 6.527 1.125 0.094
N 3.228 -0.669 -0.600 0.046
C -0.829 -4.043 -0.607 -0.403
C 2.770 5.426 -1.604 -0.097
C -0.726 5.082 1.792 -0.089
H 1.808 -5.913 0.499 0.069
F 0.643 -1.264 -4.101 -0.124
H 0.779 -4.768 1.423 0.076
C 2.122 4.851 -0.524 -0.087
Br 4.409 -1.968 1.530 0.695
Cs -0.478 -0.749 -0.411 1.169
H 4.241 3.719 4.825 0.076
C -0.589 -6.014 -2.538 -0.135
H -3.499 -5.423 2.701 0.098
C -1.632 -5.131 -2.634 -0.179
C 4.502 -2.592 -1.244 -0.128
C 2.337 3.643 3.827 -0.202
N 1.003 3.576 3.864 -0.014
O -3.933 -5.656 -3.352 -0.069
H 3.347 6.333 -1.464 0.095
C -1.795 5.970 1.883 -0.080
C 1.169 3.539 6.245 -0.158
H 3.125 3.608 7.091 0.087
C -3.624 -1.802 1.410 -0.649
H 2.267 0.355 -2.113 0.077
H 1.956 -4.155 0.286 0.065
```


Below is 12 unconnected molecules or ions with the total composition C12H48N24O12, with properties calculated with wB97M-V/def2-TZVPD.

As for the relative energy (zero: lowest compared OMol25 entry of this formula, charge and spin): 1008.76 kJ/mol. The spin multiplicity is 1. The total energy comes out at -2703.2768 a.u. As for the structure (SMILES): NC(N)=O.NC(N)=O.NC(N)=O.NC(N)=O.NC(N)=O.NC(N)=O.NC(N)=O.NC(N)=O.NC(N)=O.NC(N)=O.NC(N)=O.NC(N)=O. For the HOMO energy, the calculation gives -9.342 eV. The charge is 0.

XYZ file:
```
96
Properties=species:S:1:pos:R:3:lowdin_charge:R:1
H 11.192 -2.175 17.489 0.128
H 17.065 -3.172 11.539 0.112
H 12.261 -0.252 6.711 0.108
H 13.475 0.268 4.007 0.109
N 20.529 -7.434 5.779 0.159
H 18.384 2.576 9.415 0.120
H 26.878 -0.129 12.710 0.098
N 10.441 -7.081 12.405 0.167
H 24.617 5.225 4.939 0.121
H 24.117 2.924 14.885 0.122
N 14.475 -6.014 5.667 0.165
H 18.237 -3.351 10.371 0.101
N 13.109 0.095 7.137 0.155
H 14.920 -5.425 4.978 0.115
H 27.433 -1.448 13.733 0.109
N 16.407 -8.280 13.630 0.147
O 16.401 -9.912 12.098 0.029
O 18.203 5.483 10.433 0.009
O 23.849 2.751 12.440 -0.010
C 24.075 4.082 6.441 -0.875
C 16.105 -8.778 12.418 -0.756
H 24.353 2.078 6.279 0.124
H 23.098 -5.844 6.540 0.113
N 18.203 -3.170 17.627 0.164
O 20.561 -5.708 7.115 0.034
N 12.942 -0.970 15.343 0.140
O 11.348 -5.091 12.417 0.032
N 22.473 -6.610 6.330 0.149
H 28.046 0.337 10.866 0.103
O 13.513 -7.940 5.953 0.025
H 19.471 3.917 9.079 0.124
H 17.686 2.656 11.571 0.102
O 15.013 0.020 6.164 0.076
H 19.555 -7.590 5.996 0.124
N 23.934 2.868 6.747 0.179
N 19.492 -1.478 17.470 0.165
H 23.644 4.610 14.855 0.103
H 12.538 -1.358 14.502 0.092
H 16.775 -8.966 14.274 0.113
H 23.445 2.782 7.627 0.129
H 20.620 -1.320 11.779 0.134
H 11.187 -2.370 15.635 0.117
N 19.987 -1.949 11.306 0.179
O 18.438 -1.282 12.728 -0.037
N 28.564 -0.527 10.940 0.149
C 18.150 4.248 10.455 -0.782
H 11.004 -7.331 13.205 0.119
N 27.474 -0.929 12.868 0.150
H 17.626 -2.820 16.876 0.115
C 14.016 -7.095 5.226 -0.829
C 23.594 3.738 13.145 -0.719
O 12.774 -0.517 17.486 0.082
H 24.417 3.579 4.517 0.109
H 29.110 -0.846 10.153 0.114
H 23.341 5.679 13.311 0.095
H 9.969 -4.783 10.517 0.125
N 10.192 -5.753 10.688 0.169
N 24.522 4.268 5.248 0.157
H 13.676 -0.339 15.055 0.108
H 14.588 -7.538 12.326 0.102
C 18.839 -2.053 11.822 -0.767
C 21.151 -6.512 6.439 -0.796
N 17.995 -2.910 11.247 0.154
H 20.410 -1.072 17.585 0.121
H 12.483 1.144 5.133 0.100
N 23.047 4.919 12.715 0.150
H 16.962 4.004 12.136 0.113
H 17.856 -3.734 18.390 0.122
O 19.814 -2.887 19.106 0.059
H 13.632 -7.814 3.380 0.122
C 13.855 0.235 6.105 -0.808
H 16.082 -7.363 13.901 0.100
H 18.970 -1.344 16.616 0.107
H 22.762 5.028 11.752 0.113
H 15.081 -8.245 10.766 0.116
H 9.998 -7.824 11.883 0.110
C 28.417 -1.325 11.983 -0.772
O 23.852 5.028 7.136 0.055
N 18.790 3.465 9.672 0.163
H 22.829 -7.551 6.250 0.104
N 17.401 3.593 11.324 0.149
C 10.651 -5.908 11.880 -0.838
C 19.225 -2.560 18.125 -0.855
N 24.007 3.794 14.383 0.147
H 9.780 -6.529 10.190 0.116
H 21.048 -8.051 5.171 0.112
N 15.231 -8.060 11.747 0.148
N 13.146 0.404 4.952 0.135
O 29.146 -2.251 12.165 0.048
H 14.364 -6.267 3.406 0.109
H 13.474 -0.464 7.894 0.126
N 11.520 -2.068 16.540 0.166
C 12.434 -1.161 16.568 -0.833
H 20.325 -2.629 10.641 0.125
H 14.643 -5.869 6.652 0.134
N 14.016 -7.058 3.929 0.158
```


Below is a single C4H12N2O molecule, with properties calculated with wB97M-V/def2-TZVPD.

As for the relative energy (zero: lowest compared OMol25 entry of this formula, charge and spin): 218.27 kJ/mol. The spin multiplicity is 1. The total energy comes out at -344.3019 a.u. As for the structure (SMILES): NCNCCCO. For the HOMO energy, the calculation gives -8.567 eV. The charge is 0.

XYZ file:
```
19
Properties=species:S:1:pos:R:3:nbo_charge:R:1
H 0.590 -2.309 0.569 0.150
N 0.368 -3.143 -1.375 -0.864
H 0.848 2.266 0.455 0.216
C -1.227 2.003 0.716 -0.064
H -0.068 -2.877 -2.250 0.371
H -0.988 -1.221 -0.196 0.354
H -0.868 3.390 1.990 0.464
H -0.078 1.837 -1.105 0.214
N -0.103 -0.872 -0.542 -0.644
H 1.587 0.129 0.125 0.193
H -1.962 1.202 0.707 0.176
H 1.788 -1.782 -0.686 0.155
C 0.086 1.659 -0.041 -0.433
H -1.635 2.891 0.212 0.160
C 0.759 -2.094 -0.492 -0.036
C 0.517 0.216 0.234 -0.222
O -0.938 2.439 2.077 -0.729
H 0.222 0.032 1.278 0.173
H 1.104 -3.765 -1.676 0.366
```


| no. | strongest force on any atom (eV/Å) |
| --- | --- |
| 1 | 2.67 |
| 2 | 7.89 |
| 3 | 2.22 |